(1)
The following is a quantum chemistry calculation of a cluster of 3 separate species, C26H57NO12 in total, from the OMol25 dataset.

Calculated values
Orbital gap, eV: 9.6
Largest force on an atom, eV/Å: 0.8
Relative energy (zero: lowest compared OMol25 entry of this formula, charge and spin), kcal/mol: 62.4
Charge: 0
SMILES: CCCC[C@@](N)(COCCOCC)OC(=O)OC[C@@H](C)O.COCCOCCOC.COCCOCCOC
HOMO level, eV: -9.14
DFT total energy, eV: -53942.167

Atoms and positions in Å:
C: 7.471 -4.531 0.665
C: 6.042 -4.673 1.191
C: 4.940 -4.094 0.303
C: 5.076 -2.576 0.048
C: 5.433 -2.180 -1.393
N: 6.422 -3.033 -1.981
C: 4.181 -2.289 -2.268
O: 3.301 -1.211 -2.010
C: 1.946 -1.515 -2.294
C: 1.292 -2.252 -1.131
O: -0.105 -2.084 -1.222
C: -0.832 -3.061 -0.495
C: -0.613 -2.978 1.010
O: 5.823 -0.770 -1.456
C: 6.813 -0.421 -0.601
O: 7.965 -0.757 -0.732
O: 6.398 0.313 0.442
C: 5.489 1.383 0.177
C: 4.426 1.514 1.293
C: 3.074 0.963 0.827
O: 4.886 0.882 2.479
H: 7.761 -3.484 0.538
H: 8.171 -4.957 1.389
H: 7.605 -5.059 -0.280
H: 5.997 -4.208 2.182
H: 5.847 -5.739 1.343
H: 3.996 -4.249 0.837
H: 4.883 -4.645 -0.637
H: 5.792 -2.172 0.767
H: 4.110 -2.103 0.243
H: 6.503 -2.837 -2.970
H: 7.328 -2.915 -1.548
H: 3.699 -3.238 -2.022
H: 4.472 -2.279 -3.327
H: 1.422 -0.570 -2.452
H: 1.877 -2.104 -3.217
H: 1.554 -3.320 -1.140
H: 1.685 -1.816 -0.202
H: -1.886 -2.875 -0.707
H: -0.575 -4.066 -0.857
H: -0.783 -1.954 1.353
H: -1.284 -3.661 1.532
H: 0.410 -3.246 1.287
H: 4.979 1.216 -0.771
H: 6.074 2.303 0.089
H: 4.334 2.580 1.518
H: 3.217 0.166 0.095
H: 2.493 0.595 1.676
H: 2.500 1.751 0.333
H: 4.256 0.209 2.743
C: -2.850 -0.033 -1.383
O: -4.236 0.136 -1.570
C: -4.658 -0.172 -2.886
C: -6.122 -0.543 -2.901
O: -6.402 -1.852 -2.426
C: -6.289 -2.090 -1.032
C: -7.398 -1.490 -0.200
O: -7.207 -0.093 -0.060
C: -8.412 0.614 0.123
H: -2.276 0.683 -1.983
H: -2.638 0.137 -0.328
H: -2.533 -1.046 -1.646
H: -4.070 -1.005 -3.291
H: -4.506 0.706 -3.531
H: -6.450 -0.550 -3.943
H: -6.707 0.208 -2.368
H: -5.318 -1.765 -0.652
H: -6.347 -3.175 -0.928
H: -7.385 -1.959 0.793
H: -8.365 -1.702 -0.671
H: -9.104 0.441 -0.709
H: -8.166 1.674 0.157
H: -8.906 0.334 1.061
C: -5.185 2.852 1.210
O: -3.831 3.240 1.322
C: -3.255 3.601 0.079
C: -2.120 4.579 0.271
O: -2.533 5.907 0.543
C: -2.997 6.195 1.851
C: -1.900 6.336 2.881
O: -1.395 5.071 3.272
C: -0.056 5.125 3.703
H: -5.303 1.945 0.606
H: -5.549 2.660 2.218
H: -5.783 3.659 0.769
H: -4.013 4.051 -0.573
H: -2.865 2.695 -0.404
H: -1.586 4.643 -0.680
H: -1.420 4.214 1.027
H: -3.745 5.470 2.179
H: -3.485 7.169 1.765
H: -2.312 6.846 3.763
H: -1.097 6.957 2.466
H: 0.597 5.534 2.923
H: 0.257 4.106 3.923
H: 0.053 5.732 4.610

Löwdin atomic charge list, values in e, 6 entries: -0.11, -0.26, -0.20, -0.09, -0.47, 0.14



(2)
The following is a quantum chemistry calculation of a cluster of 8 separate species, C26H58BO15 in total in a non-equilibrium geometry, from the OMol25 dataset.

Calculated values
Orbital gap, eV: 9.5
Largest force on an atom, eV/Å: 5.4
Charge: -1
HOMO level, eV: -7.36
DFT total energy, eV: -59295.158

Atoms and positions in Å:
O: 13.186 -23.369 -9.491
C: 13.177 -24.586 -9.224
O: 12.160 -25.246 -8.755
B: 12.540 -26.650 -8.564
O: 13.909 -26.783 -9.167
C: 14.284 -25.548 -9.533
O: 15.415 -25.226 -9.941
O: 11.534 -27.559 -9.210
C: 10.875 -28.294 -8.306
O: 9.924 -29.074 -8.446
C: 11.560 -27.931 -6.933
O: 12.567 -27.151 -7.186
O: 11.067 -28.252 -5.852
C: 16.358 -31.828 -9.035
C: 16.549 -31.341 -7.619
O: 16.192 -32.359 -6.741
C: 14.954 -32.020 -6.104
C: 14.957 -32.890 -4.928
H: 16.749 -31.147 -9.791
H: 16.905 -32.753 -9.214
H: 15.325 -32.071 -9.283
H: 17.637 -31.385 -7.562
H: 16.143 -30.338 -7.488
H: 14.949 -31.013 -5.688
H: 14.085 -32.180 -6.743
H: 15.640 -32.535 -4.156
H: 15.210 -33.925 -5.159
H: 13.991 -32.823 -4.427
C: 6.439 -18.675 -6.134
C: 6.085 -20.170 -6.384
O: 7.261 -20.894 -6.397
C: 7.069 -22.294 -6.374
C: 6.546 -22.658 -4.998
H: 5.601 -17.993 -6.279
H: 6.916 -18.577 -5.159
H: 7.227 -18.513 -6.870
H: 5.514 -20.424 -5.492
H: 5.535 -20.321 -7.313
H: 6.416 -22.662 -7.166
H: 8.038 -22.758 -6.555
H: 5.491 -22.450 -4.820
H: 7.165 -22.273 -4.187
H: 6.639 -23.738 -4.885
C: 18.754 -24.978 -15.107
C: 19.928 -25.722 -15.750
C: 19.492 -27.101 -16.147
O: 20.155 -25.007 -16.968
H: 18.263 -25.432 -14.247
H: 17.986 -24.805 -15.861
H: 18.930 -23.968 -14.738
H: 20.646 -25.620 -14.937
H: 18.848 -27.095 -17.027
H: 18.976 -27.702 -15.398
H: 20.396 -27.639 -16.429
H: 20.052 -24.059 -16.859
C: 4.774 -29.483 -5.566
C: 4.090 -30.596 -6.363
C: 2.636 -30.252 -6.600
O: 4.639 -30.695 -7.617
H: 5.833 -29.647 -5.368
H: 4.319 -29.208 -4.614
H: 4.744 -28.540 -6.112
H: 4.156 -31.572 -5.883
H: 2.666 -29.330 -7.180
H: 2.102 -29.884 -5.724
H: 2.027 -31.012 -7.089
H: 5.581 -30.516 -7.661
C: 14.977 -17.853 -12.015
C: 14.515 -17.581 -10.560
C: 12.986 -17.700 -10.439
O: 14.996 -18.624 -9.703
H: 14.719 -18.862 -12.338
H: 16.061 -17.847 -11.906
H: 14.621 -17.123 -12.742
H: 14.870 -16.591 -10.273
H: 12.515 -16.890 -10.997
H: 12.612 -17.691 -9.415
H: 12.747 -18.635 -10.945
H: 14.541 -19.441 -9.922
C: 14.484 -27.669 0.388
C: 13.529 -27.523 -0.887
C: 14.286 -26.618 -1.904
O: 13.505 -28.717 -1.505
H: 15.559 -27.576 0.230
H: 14.464 -28.693 0.761
H: 14.222 -26.930 1.145
H: 12.565 -27.144 -0.548
H: 15.261 -27.069 -2.088
H: 14.415 -25.548 -1.743
H: 13.716 -26.655 -2.833
H: 12.722 -28.647 -2.055
C: 21.953 -21.650 -9.568
C: 20.828 -22.362 -10.230
O: 19.570 -21.849 -9.857
H: 21.942 -21.809 -8.489
H: 21.876 -20.598 -9.843
H: 22.944 -22.002 -9.851
H: 20.718 -23.391 -9.887
H: 20.982 -22.178 -11.293
H: 18.913 -22.523 -10.047

Löwdin atomic charge list, values in e, 6 entries: 0.10, -0.38, 0.25, -0.83, 0.22, -0.35



(3)
The following is a quantum chemistry calculation of a structure of composition C26H58BiP4S in a non-equilibrium geometry, from the OMol25 dataset.

Calculated values
Orbital gap (spin up / spin down), eV: 3.1 / 3.6
Largest force on an atom, eV/Å: 3.7
Relative energy (zero: lowest compared OMol25 entry of this formula, charge and spin), kcal/mol: 118.2
Charge: +3
HOMO level (spin up / spin down), eV: -13.68 / -13.68
DFT total energy, eV: -81703.150

Atoms and positions in Å:
Bi: -0.654 0.052 0.311
P: -2.245 2.004 0.140
P: -2.556 -1.342 1.160
P: 0.892 1.221 -1.257
H: -1.746 -1.980 -1.531
C: -0.849 -1.437 -1.521
C: 0.221 -1.892 -0.485
H: -0.029 -2.695 0.136
C: -3.296 2.059 -1.288
C: -3.355 2.144 1.516
C: -1.453 3.589 0.155
C: -2.214 -3.089 1.141
C: -3.102 -1.056 2.807
C: -4.024 -1.213 0.139
C: 2.143 0.157 -1.935
C: 1.802 2.566 -0.587
C: 0.079 1.863 -2.718
H: -0.488 -1.039 -2.422
H: 1.227 -1.755 -0.747
H: -3.919 2.978 -1.187
H: -3.962 1.193 -1.353
H: -2.727 2.126 -2.221
H: -3.924 3.086 1.337
H: -2.825 2.244 2.471
H: -4.076 1.328 1.593
H: -2.286 4.328 0.173
H: -0.847 3.791 -0.728
H: -0.842 3.747 1.052
H: -3.134 -3.560 1.540
H: -1.373 -3.352 1.801
H: -2.022 -3.491 0.142
H: -4.112 -1.509 2.881
H: -3.168 -0.004 3.101
H: -2.442 -1.578 3.519
H: -4.723 -1.995 0.511
H: -3.816 -1.400 -0.921
H: -4.514 -0.241 0.237
H: 2.736 0.812 -2.604
H: 1.743 -0.671 -2.529
H: 2.811 -0.250 -1.164
H: 2.371 2.999 -1.437
H: 2.524 2.225 0.168
H: 1.180 3.351 -0.148
H: 0.892 2.233 -3.380
H: -0.592 2.694 -2.496
H: -0.481 1.087 -3.253
C: 1.601 -0.635 -6.989
C: 0.854 -0.406 -8.175
C: 0.697 -1.417 -9.120
C: 1.272 -2.675 -8.916
C: 2.010 -2.918 -7.754
C: 2.174 -1.915 -6.804
S: 1.843 0.566 -5.764
H: 1.137 1.568 -6.370
H: 0.406 0.570 -8.336
H: 0.120 -1.220 -10.022
H: 1.145 -3.466 -9.661
H: 2.462 -3.891 -7.584
H: 2.749 -2.101 -5.897
C: 1.502 -2.835 2.826
C: 0.824 -1.694 3.591
C: 1.389 -1.738 5.020
P: 0.833 -0.106 2.592
C: -0.373 1.034 3.487
C: -0.669 0.782 4.954
C: -0.004 2.479 3.230
C: 2.565 0.613 2.693
C: 3.080 0.935 4.088
C: 3.622 -0.205 1.918
H: 2.591 -2.733 2.807
H: 1.152 -2.897 1.784
H: 1.268 -3.788 3.310
H: -0.254 -1.937 3.653
H: 2.485 -1.737 5.026
H: 1.019 -0.954 5.699
H: 1.094 -2.689 5.465
H: -1.351 0.806 2.928
H: 0.226 1.027 5.550
H: -1.461 1.473 5.270
H: -1.018 -0.225 5.141
H: 0.321 2.607 2.191
H: -0.852 3.137 3.467
H: 0.835 2.774 3.861
H: 2.473 1.580 2.174
H: 3.373 0.041 4.663
H: 3.986 1.541 4.003
H: 2.357 1.504 4.680
H: 3.275 -0.437 0.899
H: 4.539 0.385 1.854
H: 3.872 -1.135 2.446

Löwdin atomic charge list, values in e, 6 entries: 1.15, 0.64, 0.65, 0.64, 0.01, -0.20